1.
73
Properties=species:S:1:pos:R:3:lowdin_charge:R:1 method="wB97M-V/def2-TZVPD" lumo_energy_ev="1.61 / 1.57" total_energy_ha=-5487.633228 relative_energy_kcal_mol=34.74 s_squared=3.77 homo_ev="-3.96 / -4.02" spin_multiplicity=4 gap_ev="5.57 / 5.60" charge=-1
V 0.67 -0.56 -0.44 0.779
C 2.35 0.83 -1.16 -0.277
C 1.28 0.95 -2.08 -0.270
C 1.05 -0.33 -2.67 -0.272
C 2.00 -1.23 -2.13 -0.290
C 2.80 -0.53 -1.18 -0.285
C 3.98 -1.05 -0.42 -0.039
C 2.16 -2.66 -2.54 -0.036
C 0.07 -0.65 -3.76 -0.027
C 0.68 2.26 -2.48 -0.040
C 2.94 1.94 -0.34 -0.030
H 4.93 -0.72 -0.86 0.081
H 4.00 -2.15 -0.42 0.062
H 3.98 -0.73 0.62 0.074
H 2.76 -2.75 -3.45 0.084
H 1.20 -3.14 -2.73 0.074
H 2.66 -3.26 -1.77 0.062
H 0.51 -0.53 -4.75 0.081
H -0.82 -0.01 -3.71 0.064
H -0.30 -1.68 -3.68 0.074
H 1.41 2.87 -3.02 0.085
H 0.35 2.86 -1.62 0.074
H -0.18 2.12 -3.14 0.069
H 3.71 2.47 -0.91 0.085
H 3.40 1.56 0.57 0.076
H 2.19 2.66 -0.02 0.054
N 0.42 -0.86 3.72 0.189
C 0.04 -0.61 2.45 -0.554
O 0.88 -0.27 1.62 -0.079
C -1.42 -0.83 2.11 -0.080
C -1.98 0.05 1.01 -0.134
H 1.32 -0.49 3.98 0.117
H -0.29 -0.87 4.43 0.107
H -2.01 -0.63 3.01 0.124
H -1.55 -1.89 1.88 0.125
H -1.70 1.09 1.19 0.066
H -3.07 0.00 1.03 0.138
O -5.80 -2.47 -2.53 0.055
N -5.03 -3.38 -2.34 -0.349
O -5.28 -4.55 -2.61 0.028
C -3.69 -3.06 -1.77 -0.061
C -2.95 -4.14 -1.43 0.041
C -1.67 -3.99 -0.85 -0.161
C -0.91 -5.07 -0.41 -0.032
C 0.30 -4.86 0.22 -0.073
C 0.74 -3.53 0.34 -0.131
N 0.06 -2.48 -0.08 0.003
C -1.21 -2.66 -0.62 -0.157
C -2.00 -1.56 -0.88 -0.111
N -1.52 -0.26 -0.39 -0.126
C -2.00 0.84 -1.21 -0.114
C -3.09 0.71 -1.96 -0.081
C -3.82 -0.54 -2.11 -0.055
C -3.25 -1.67 -1.62 -0.110
H -3.37 -5.12 -1.59 0.124
H -1.28 -6.07 -0.57 0.116
H 0.91 -5.67 0.58 0.090
H 1.71 -3.31 0.77 0.123
H -1.46 1.77 -1.07 0.104
H -3.43 1.58 -2.51 0.106
H -4.74 -0.55 -2.66 0.078
F 1.77 7.98 5.26 0.095
C 1.41 6.81 4.69 -0.160
C 2.27 6.16 3.83 -0.159
F 3.47 6.70 3.55 0.095
C 1.88 4.97 3.24 -0.275
F 2.77 4.40 2.42 0.053
C 0.65 4.36 3.48 -0.576
Se 0.17 2.70 2.66 0.579
C -0.17 5.05 4.37 -0.274
F -1.38 4.58 4.70 0.050
C 0.18 6.25 4.96 -0.160
F -0.65 6.87 5.81 0.095



2.
73
Properties=species:S:1:pos:R:3:lowdin_charge:R:1 method="wB97M-V/def2-TZVPD" lumo_energy_ev="2.27 / 2.28" total_energy_ha=-3934.179813 relative_energy_kcal_mol=38.09 s_squared=6.00 homo_ev="-5.36 / -5.36" spin_multiplicity=5 gap_ev="7.63 / 7.64" charge=-1
Ho -0.33 0.96 0.99 1.380
N -1.53 2.20 -0.87 -0.054
C -2.42 1.17 -1.42 -0.183
C -2.42 -0.08 -0.51 -0.639
O -2.19 -1.19 -1.01 -0.028
N -2.60 0.25 0.78 -0.060
C -2.61 -0.84 1.76 -0.141
C -2.00 -0.35 3.09 -0.635
O -2.53 -0.60 4.16 0.031
O -0.93 0.38 2.94 -0.188
H -2.06 2.79 -0.23 0.034
H -1.13 2.80 -1.58 0.084
H -2.07 0.85 -2.40 0.084
H -3.46 1.50 -1.52 0.104
H -2.06 -1.72 1.40 0.115
H -3.64 -1.16 1.97 0.119
C 4.12 4.18 1.96 -0.452
S 2.59 4.63 2.81 0.821
C 1.33 3.70 1.97 -1.126
S 1.64 2.90 0.49 0.530
N 0.24 3.76 2.69 -0.121
N -0.89 3.27 2.05 -0.081
C -1.89 3.19 2.85 -0.092
C -3.24 2.84 2.39 -0.276
C -4.07 2.12 3.25 -0.019
C -5.31 1.72 2.80 -0.052
C -5.70 2.09 1.52 -0.065
C -4.83 2.84 0.76 -0.154
N -3.62 3.21 1.16 0.103
H 4.90 4.13 2.71 0.022
H 4.38 4.91 1.20 0.025
H 4.00 3.21 1.50 -0.012
H -1.77 3.35 3.92 0.134
H -3.70 1.82 4.22 0.117
H -5.95 1.12 3.43 0.110
H -6.67 1.80 1.12 0.097
H -5.11 3.15 -0.24 0.104
O 1.85 -1.55 3.09 0.087
C 1.45 -1.42 1.95 -0.606
O 1.37 -0.31 1.27 -0.298
C 0.92 -2.59 1.15 -0.148
C 0.69 -3.78 1.83 -0.017
C 0.12 -4.87 1.19 -0.078
C -0.22 -4.76 -0.15 -0.078
C 0.03 -3.59 -0.84 -0.084
C 0.63 -2.49 -0.21 -0.282
P 0.90 -0.94 -1.17 1.100
C 0.80 -1.52 -2.91 -0.349
C 1.67 -2.51 -3.41 -0.085
C 1.63 -2.88 -4.75 -0.093
C 0.74 -2.26 -5.62 -0.095
C -0.12 -1.27 -5.13 -0.084
C -0.08 -0.92 -3.79 -0.090
C 2.72 -0.71 -1.14 -0.355
C 3.20 0.49 -1.66 -0.117
C 4.56 0.75 -1.70 -0.086
C 5.46 -0.19 -1.21 -0.098
C 4.99 -1.38 -0.69 -0.082
C 3.62 -1.64 -0.66 -0.082
H 0.94 -3.81 2.88 0.119
H -0.07 -5.78 1.73 0.098
H -0.69 -5.59 -0.67 0.099
H -0.26 -3.51 -1.88 0.100
H 2.37 -2.99 -2.75 0.105
H 2.30 -3.64 -5.11 0.099
H 0.71 -2.54 -6.66 0.094
H -0.82 -0.79 -5.80 0.097
H -0.76 -0.16 -3.42 0.073
H 2.50 1.24 -2.02 0.092
H 4.91 1.70 -2.09 0.101
H 6.52 0.02 -1.23 0.095
H 5.68 -2.12 -0.30 0.099
H 3.27 -2.57 -0.23 0.109



3.
73
Properties=species:S:1:pos:R:3:lowdin_charge:R:1 method="wB97M-V/def2-TZVPD" lumo_energy_ev="3.95 / 3.94" total_energy_ha=-2498.040669 relative_energy_kcal_mol=2.59 s_squared=3.96 homo_ev="0.91 / -0.51" spin_multiplicity=4 gap_ev="3.04 / 4.45" charge=-2
Tc -0.52 -0.28 0.49 1.374
C 1.10 -4.26 -1.06 -0.097
O 1.95 -4.40 0.06 -0.111
C 2.64 -3.29 0.50 -0.241
C 3.97 -3.50 0.83 -0.067
C 4.73 -2.46 1.35 -0.157
C 4.16 -1.22 1.51 -0.107
C 2.81 -0.95 1.17 -0.190
C 2.37 0.40 1.36 -0.156
N 1.15 0.87 1.06 -0.196
N 0.93 2.17 1.30 0.050
C -0.31 2.53 1.03 -0.511
O -1.20 1.70 0.53 -0.277
C -0.68 3.93 1.16 -0.177
C -1.97 4.35 0.78 -0.050
C -2.32 5.69 0.86 -0.125
C -1.41 6.65 1.30 -0.148
C -0.13 6.24 1.67 -0.132
C 0.24 4.91 1.60 -0.056
C 2.00 -2.03 0.68 -0.293
O 0.72 -1.94 0.40 -0.226
H 1.00 -5.26 -1.49 0.078
H 1.54 -3.58 -1.80 0.096
H 0.12 -3.87 -0.78 0.066
H 4.38 -4.49 0.68 0.093
H 5.77 -2.62 1.63 0.076
H 4.75 -0.40 1.90 0.088
H 3.09 1.12 1.74 0.094
H -2.67 3.61 0.45 0.106
H -3.32 5.99 0.57 0.087
H -1.69 7.69 1.35 0.074
H 0.59 6.97 2.01 0.083
H 1.23 4.59 1.88 0.093
O -3.86 -0.33 5.59 0.094
C -2.57 -0.57 5.73 -0.521
O -2.08 -0.78 6.82 0.048
C -1.74 -0.61 4.50 -0.057
C -0.38 -0.78 4.57 -0.008
N 0.11 -0.76 3.32 0.071
N -0.87 -0.59 2.41 -0.078
C -2.02 -0.51 3.09 -0.103
C -3.31 -0.36 2.42 -0.405
O -4.33 -0.06 3.07 0.033
O -3.46 -0.60 1.14 0.021
H -4.10 -0.19 4.61 0.061
H 0.25 -0.89 5.44 0.130
H 1.07 -0.76 2.98 0.131
O -0.14 0.14 -1.64 -0.615
S -0.96 1.31 -2.18 1.004
C -0.58 1.17 -3.95 -0.323
C 0.83 1.73 -4.10 -0.247
C 0.79 3.04 -3.33 -0.231
C 0.13 2.75 -1.99 -0.288
H -1.31 1.77 -4.49 0.088
H -0.71 0.12 -4.20 0.090
H 1.11 1.86 -5.15 0.104
H 1.54 1.04 -3.64 0.114
H 0.20 3.77 -3.89 0.105
H 1.78 3.48 -3.19 0.109
H -0.45 3.58 -1.57 0.086
H 0.83 2.42 -1.23 0.088
C -2.43 -1.01 0.23 -0.213
C -3.01 -1.82 -0.77 -0.245
C -4.39 -2.17 -0.84 -0.057
C -4.88 -2.94 -1.88 -0.146
C -4.06 -3.42 -2.90 -0.161
C -2.70 -3.09 -2.84 -0.137
C -2.18 -2.32 -1.83 -0.085
H -5.06 -1.83 -0.07 0.096
H -5.94 -3.18 -1.89 0.082
H -4.46 -4.02 -3.70 0.067
H -2.02 -3.46 -3.61 0.085
H -1.13 -2.08 -1.81 0.071



4.
71
Properties=species:S:1:pos:R:3:lowdin_charge:R:1 method="wB97M-V/def2-TZVPD" lumo_energy_ev=-7.47 total_energy_ha=-4780.473189 relative_energy_kcal_mol=23.10 homo_ev=-13.03 gap_ev=5.55 charge=+2
Rh 0.09 -0.36 1.00 1.260
Br -5.78 0.84 5.43 0.826
C -4.26 0.19 4.54 -0.673
C -3.49 1.06 3.76 -0.100
C -2.36 0.60 3.14 -0.031
C -1.94 -0.74 3.29 -0.264
C -2.73 -1.60 4.06 -0.003
C -3.88 -1.14 4.67 -0.096
N -0.74 -1.10 2.68 -0.037
C 0.00 -2.08 3.14 0.004
C 1.37 -2.10 2.74 -0.214
C 2.33 -2.96 3.28 0.039
C 3.66 -2.76 2.99 0.006
C 4.02 -1.73 2.14 0.019
C 3.02 -0.96 1.57 -0.072
N 1.74 -1.13 1.86 -0.009
H -3.79 2.10 3.68 0.114
H -1.75 1.27 2.55 0.087
H -2.46 -2.64 4.17 0.116
H -4.49 -1.82 5.26 0.117
H -0.39 -2.76 3.88 0.143
H 2.00 -3.75 3.94 0.135
H 4.42 -3.39 3.43 0.133
H 5.05 -1.53 1.90 0.132
H 3.27 -0.18 0.86 0.123
C 0.89 -0.21 -7.32 -0.029
C 0.95 -0.54 -5.86 -0.236
C -0.12 -0.22 -5.02 -0.010
C -0.06 -0.50 -3.67 -0.042
C 1.07 -1.11 -3.16 -0.317
C 2.15 -1.45 -3.97 -0.049
C 2.07 -1.17 -5.32 -0.005
S 1.18 -1.39 -1.43 0.668
O 2.47 -1.93 -1.09 -0.270
O 0.00 -2.06 -0.90 -0.314
N 1.03 0.09 -0.65 -0.250
C 1.82 1.19 -0.77 -0.274
C 2.69 1.48 -1.81 0.016
C 3.44 2.67 -1.80 -0.038
C 3.33 3.57 -0.77 -0.017
C 2.49 3.29 0.33 -0.138
C 2.41 4.11 1.48 0.039
C 1.63 3.72 2.54 -0.015
C 0.90 2.53 2.45 -0.087
N 0.94 1.76 1.38 0.079
C 1.73 2.10 0.33 -0.155
H -0.10 0.13 -7.62 0.084
H 1.15 -1.09 -7.92 0.095
H 1.61 0.57 -7.57 0.097
H -1.00 0.25 -5.44 0.122
H -0.88 -0.24 -3.00 0.114
H 3.01 -1.93 -3.54 0.123
H 2.89 -1.44 -5.97 0.130
H 2.80 0.79 -2.62 0.105
H 4.11 2.87 -2.62 0.123
H 3.92 4.48 -0.76 0.125
H 2.99 5.02 1.52 0.137
H 1.58 4.31 3.44 0.123
H 0.27 2.21 3.27 0.117
C -4.20 1.08 -0.72 0.004
N -3.86 -0.32 -0.48 -0.146
C -4.91 -1.32 -0.66 -0.008
C -2.67 -0.65 -0.05 -0.277
O -1.77 0.19 0.19 -0.140
H -5.26 1.24 -0.52 0.104
H -3.99 1.36 -1.76 0.108
H -3.60 1.71 -0.07 0.090
H -5.57 -1.03 -1.47 0.103
H -5.50 -1.42 0.25 0.104
H -4.47 -2.29 -0.90 0.099
H -2.51 -1.72 0.11 0.150